1.
14
Properties=species:S:1:pos:R:3 method="wB97M-V/def2-TZVPD" relative_energy_kcal_mol=157.3 orbital_gap_ev=7.94
C -0.845 0.862 0.239
C -0.324 0.016 -0.882
C 0.835 0.829 -0.418
C 0.849 -0.176 1.351
O 0.009 -1.227 1.082
C -0.124 -1.401 -0.328
H -1.143 1.879 0.002
H -1.397 0.395 1.046
H -0.725 0.074 -1.894
H 0.791 1.882 -0.703
H 1.856 0.479 -0.519
H 0.442 0.308 2.261
H -0.993 -2.045 -0.482
H 0.770 -1.875 -0.754


2.
14
Properties=species:S:1:pos:R:3 method="wB97M-V/def2-TZVPD" relative_energy_kcal_mol=43.8 orbital_gap_ev=10.54 smiles=CC#CCCO
C -0.390 2.310 -1.471
C 0.083 1.234 -0.601
C 0.516 0.354 0.102
C 1.004 -0.821 0.831
C -0.162 -1.786 1.137
O -1.007 -1.969 0.029
H -1.043 1.916 -2.258
H -0.956 3.055 -0.906
H 0.461 2.803 -1.950
H 1.764 -1.309 0.205
H 1.485 -0.509 1.766
H 0.218 -2.783 1.386
H -0.719 -1.408 2.011
H -1.255 -1.086 -0.283


Repeat the first record exactly.
14
Properties=species:S:1:pos:R:3 method="wB97M-V/def2-TZVPD" relative_energy_kcal_mol=157.3 orbital_gap_ev=7.94
C -0.845 0.862 0.239
C -0.324 0.016 -0.882
C 0.835 0.829 -0.418
C 0.849 -0.176 1.351
O 0.009 -1.227 1.082
C -0.124 -1.401 -0.328
H -1.143 1.879 0.002
H -1.397 0.395 1.046
H -0.725 0.074 -1.894
H 0.791 1.882 -0.703
H 1.856 0.479 -0.519
H 0.442 0.308 2.261
H -0.993 -2.045 -0.482
H 0.770 -1.875 -0.754